Molecular formula: CHF3NO3S2Yb
Method: DFT, the ωB97M-V functional and the def2-TZVPD basis

The geometry in ORCA input format:
```
! RIJCOSX wB97M-V def2-TZVPD def2/J DEFGRID3
* xyz 1 1
Yb -2.624 0.581 -2.684
N 0.812 0.867 -1.892
S 0.991 -0.677 -2.172
O -0.358 -1.116 -2.735
S 0.164 1.493 -0.541
O -1.410 1.654 -1.135
O 0.818 2.780 -0.363
C 0.649 -0.982 0.108
F 1.593 -0.508 0.898
F -0.539 -0.963 0.682
F 0.920 -2.275 0.015
H -2.513 2.013 -0.761
*
```

Orbital gap (spin up / spin down) in hartree: 0.202 / 0.203
LUMO energy (spin up / spin down) in eV: -6.772 / -6.772


Molecular formula: CHF3O
Method: DFT, the ωB97M-V functional and the def2-TZVPD basis

The geometry in ORCA input format:
```
! RIJCOSX wB97M-V def2-TZVPD def2/J DEFGRID3
* xyz 0 1
C -2.067 0.199 -0.450
O 1.426 0.114 0.173
F -1.618 1.307 0.074
F -1.564 -0.756 0.272
F 1.467 -1.240 -0.126
H 2.357 0.376 0.057
*
```

Orbital gap in hartree: 0.420
LUMO energy in eV: 0.371


Molecular formula: CHF4N
Method: DFT, the ωB97M-V functional and the def2-TZVPD basis

The geometry in ORCA input format:
```
! RIJCOSX wB97M-V def2-TZVPD def2/J DEFGRID3
* xyz 0 1
C 0.204 -0.697 0.334
N -1.625 -1.234 -0.854
F -0.188 -0.786 1.589
F 1.086 -1.534 -0.055
F -2.481 -1.826 0.009
F -2.098 0.008 -1.171
H 0.169 0.278 0.099
*
```

Orbital gap (spin up / spin down) in hartree: 0.367 / 0.327
LUMO energy (spin up / spin down) in eV: 0.307 / -0.065


Molecular formula: CHF5N2
Method: DFT, the ωB97M-V functional and the def2-TZVPD basis

The geometry in ORCA input format:
```
! RIJCOSX wB97M-V def2-TZVPD def2/J DEFGRID3
* xyz 0 1
C -0.323 -0.281 -0.027
N -0.851 0.945 -0.249
N 0.458 -0.455 1.127
F -1.058 -1.319 -0.323
F 1.427 -0.938 -1.531
F -1.929 0.998 -1.079
F 1.409 -1.412 1.016
F 1.122 0.703 1.438
H -0.255 1.760 -0.372
*
```

Orbital gap in hartree: 0.317
LUMO energy in eV: -1.445


Number 1: F_max 8.62 eV Å⁻¹. Number 2: F_max 1.15 eV Å⁻¹. Number 3: F_max 4.76 eV Å⁻¹. Number 4: F_max 2.56 eV Å⁻¹.